A.
ORCA calculation (wB97M-V/def2-TZVPD) on the molecule C4H8N2.

The calculation puts the LUMO energy (spin up / spin down) at -0.85 / -0.14 eV. The calculation puts the HOMO energy (spin up / spin down) at -9.03 / -8.77 eV. Its gap between HOMO and LUMO (spin up / spin down) is 8.170 / 8.631 eV.

Geometry as ORCA input:
```
! wB97M-V def2-TZVPD RIJCOSX def2/J DEFGRID3
* xyz 0 1
C 2.78 -0.52 -0.01
C 1.63 0.13 -0.35
C -0.54 1.03 0.09
C -2.28 -0.66 0.12
N 0.66 0.32 0.52
N -1.32 0.04 -0.62
H 3.59 -0.63 -0.70
H 2.92 -0.88 1.00
H 1.53 0.52 -1.37
H -1.05 1.41 0.99
H -0.32 1.85 -0.60
H -1.80 -1.40 0.77
H -2.91 -0.02 0.76
H -2.89 -1.22 -0.59
*
```

=====

B.
ORCA calculation (wB97M-V/def2-TZVPD) on the molecule C4H8N2.

The calculation puts the LUMO energy at 0.98 eV. As for the SMILES: CCN=C=CN. The calculation puts the HOMO energy at -8.01 eV. Its gap between HOMO and LUMO is 8.985 eV.

Geometry as ORCA input:
```
! wB97M-V def2-TZVPD RIJCOSX def2/J DEFGRID3
* xyz 0 1
C -1.40 1.00 -0.24
C -1.42 -0.53 -0.24
C 1.51 -0.18 0.79
N 2.22 -0.83 -0.26
C 0.71 0.85 0.59
N -0.17 1.64 0.26
H -1.54 1.37 -1.26
H -2.23 1.39 0.35
H -2.38 -0.87 -0.63
H -1.29 -0.93 0.78
H -0.62 -0.95 -0.85
H 1.54 -0.65 1.76
H 2.09 -0.34 -1.14
H 3.22 -0.87 -0.06
*
```

=====

The data favor B; the next most stable structure lies 2.199 eV above it.

=====

A.
ORCA calculation (wB97M-V/def2-TZVPD) on the molecule C4H8N2.

The calculation puts the LUMO energy at 0.44 eV. The calculation puts the HOMO energy at -7.38 eV. Its gap between HOMO and LUMO is 7.820 eV.

Geometry as ORCA input:
```
! wB97M-V def2-TZVPD RIJCOSX def2/J DEFGRID3
* xyz 0 1
C -1.29 -0.25 0.12
N 0.10 0.27 0.19
C 1.19 -0.75 -0.04
C 0.30 1.44 -0.70
C 1.08 -1.75 0.95
N 0.98 -2.51 1.84
H -1.46 -0.59 -0.91
H -2.01 0.52 0.39
H -1.36 -1.10 0.81
H 0.25 0.58 1.16
H 1.12 -1.10 -1.06
H 0.56 1.08 -1.69
H -0.62 2.03 -0.75
H 1.13 2.04 -0.31
*
```

=====

B.
ORCA calculation (wB97M-V/def2-TZVPD) on a structure of composition C4H8N2.

The calculation puts the LUMO energy at 1.00 eV. The calculation puts the HOMO energy at -8.23 eV. Its gap between HOMO and LUMO is 9.236 eV.

Geometry as ORCA input:
```
! wB97M-V def2-TZVPD RIJCOSX def2/J DEFGRID3
* xyz 0 1
C -0.10 0.82 0.47
C 1.03 -0.06 -0.06
C -1.38 0.72 -0.17
C 0.95 -1.46 -0.67
N 2.22 0.49 0.45
N 1.57 1.16 -0.53
H 0.13 1.40 1.32
H -2.09 0.35 0.63
H -1.26 -0.01 -1.04
H -1.77 1.77 -0.50
H 0.37 -2.12 -0.06
H 1.92 -1.68 -0.96
H 0.36 -1.34 -1.55
H 2.11 0.96 1.30
*
```

=====

C.
ORCA calculation (wB97M-V/def2-TZVPD) on the molecule C4H8N2.

The calculation puts the LUMO energy at 1.11 eV. As for the SMILES: C1NC[C@H]2N[C@@H]12. The calculation puts the HOMO energy at -8.60 eV. Its gap between HOMO and LUMO is 9.713 eV.

Geometry as ORCA input:
```
! wB97M-V def2-TZVPD RIJCOSX def2/J DEFGRID3
* xyz 0 1
C 0.27 -0.01 -1.33
C -1.24 0.21 0.65
C 0.13 0.33 0.97
C 0.99 0.44 -0.24
H 0.67 -0.94 -1.97
H 0.22 0.94 -2.02
H -1.78 -0.87 -1.24
H -1.76 -0.44 1.26
H -2.00 1.06 0.72
H 0.55 1.26 1.61
H 0.71 -1.41 0.62
H 1.78 1.18 -0.40
N -1.05 -0.47 -0.70
N 1.15 -0.47 0.87
*
```

=====

D.
ORCA calculation (wB97M-V/def2-TZVPD) on the molecule C4H8N2.

The calculation puts the LUMO energy at 0.22 eV. As for the SMILES: CN[C@@H](C)C#N. The calculation puts the HOMO energy at -10.50 eV. Its gap between HOMO and LUMO is 10.720 eV.

Geometry as ORCA input:
```
! wB97M-V def2-TZVPD RIJCOSX def2/J DEFGRID3
* xyz 0 1
C -0.20 0.40 -0.16
C 0.68 -0.71 1.48
C 0.58 0.00 -1.39
N -0.68 -0.65 0.63
C -1.89 0.96 -0.60
N -2.38 1.53 -1.47
H -1.43 -0.33 1.24
H 0.15 1.35 0.28
H 1.38 -1.34 0.93
H 0.34 -1.23 2.37
H 1.14 0.23 1.81
H 0.29 -0.98 -1.74
H 1.66 0.04 -1.21
H 0.35 0.73 -2.17
*
```

=====

The data favor A; the next most stable structure lies 0.556 eV above it.

=====

A.
ORCA calculation (wB97M-V/def2-TZVPD) on the molecule C4H8N2.

The calculation puts the LUMO energy at 1.11 eV. As for the SMILES: [H]/N=C(C)/C(C)=N/[H]. The calculation puts the HOMO energy at -9.01 eV. Its gap between HOMO and LUMO is 10.121 eV.

Geometry as ORCA input:
```
! wB97M-V def2-TZVPD RIJCOSX def2/J DEFGRID3
* xyz 0 1
C -1.92 -0.74 -0.02
C 1.92 0.68 -0.23
C 0.91 -0.27 0.25
C -0.82 0.27 0.03
N 0.83 -1.43 0.67
N -0.95 1.52 -0.16
H -1.92 1.80 -0.35
H 2.05 -1.59 0.96
H -1.74 -1.46 -0.82
H -1.96 -1.28 0.93
H 2.19 1.37 0.57
H 2.81 0.15 -0.59
H 1.49 1.27 -1.05
H -2.89 -0.27 -0.19
*
```

=====

B.
ORCA calculation (wB97M-V/def2-TZVPD) on the molecule C4H8N2.

The calculation puts the LUMO energy at 1.03 eV. As for the SMILES: C1=NNCCC1. The calculation puts the HOMO energy at -8.66 eV. Its gap between HOMO and LUMO is 9.691 eV.

Geometry as ORCA input:
```
! wB97M-V def2-TZVPD RIJCOSX def2/J DEFGRID3
* xyz 0 1
C -0.91 0.82 -0.26
C 0.60 1.10 0.21
C 0.26 -1.52 0.06
C -1.10 -0.82 -0.11
H -1.56 1.48 0.43
H -0.90 1.06 -1.38
H 0.52 0.78 1.29
H 0.82 2.24 0.20
H 2.54 0.62 -0.15
H 0.11 -2.54 0.09
H -1.79 -1.29 -0.87
H -1.73 -1.03 0.91
N 1.65 0.24 -0.36
N 1.47 -1.15 -0.07
*
```

=====

The data favor A; the next most stable structure lies 0.055 eV above it.